A 16-piece molecular cluster, C43H58Cl8NO27 overall at a distorted geometry, computed with wB97M-V/def2-TZVPD.

HOMO in eV: -11.10
Charge: +1
Frontier orbital gap in eV: 5.20

Element x y z (Å)
1 C -5.479 -2.179 -0.730
2 O -3.209 0.082 -3.749
3 H 5.324 -0.644 2.737
4 H 1.705 3.672 -5.194
5 O 0.796 3.709 -4.881
6 H 1.000 0.695 7.460
7 O -4.900 -1.583 0.340
8 H -2.527 5.733 5.612
9 C 0.831 -0.353 2.976
10 C 7.037 -0.272 6.755
11 H -1.694 1.818 -1.118
12 H 0.539 -5.443 -1.322
13 H -1.819 4.106 8.505
14 H 0.139 -1.136 -1.837
15 C -1.027 3.814 5.159
16 C 1.297 -2.256 -7.321
17 O 1.028 1.078 6.573
18 O 0.873 5.165 -0.828
19 O -5.417 0.917 1.245
20 C 1.228 1.386 -1.489
21 C -5.472 -3.524 -0.877
22 C 7.123 -0.482 5.335
23 H 1.466 4.118 0.629
24 Cl -2.992 4.488 -0.033
25 H -0.373 -2.305 0.995
26 H 1.760 0.641 -2.076
27 H -2.194 0.853 -5.586
28 H 1.301 -4.074 -7.776
29 C -6.934 -1.986 -2.701
30 C 1.079 0.196 -6.948
31 C -0.576 -0.336 -1.650
32 C -2.574 -1.003 -5.809
33 H -1.179 -2.009 2.575
34 C -0.468 2.501 7.838
35 C -2.653 -3.430 -5.912
36 H 5.199 -2.419 -2.875
37 C 0.125 2.103 6.503
38 Cl 3.640 -5.144 4.159
39 C 1.357 -0.983 -7.779
40 C 6.072 -0.429 4.507
41 C -3.159 -0.953 -4.402
42 H -0.587 1.865 2.417
43 H -1.831 -2.086 -7.440
44 O -0.183 2.121 8.965
45 H 8.114 -0.671 4.947
46 C -0.949 -1.599 1.592
47 H 2.663 4.091 -1.185
48 H -1.911 -1.496 1.090
49 Cl 6.073 -2.201 -0.651
50 C -1.361 3.644 7.642
51 Cl 1.944 -3.714 -2.311
52 H 1.403 -1.270 3.117
53 H 0.078 5.185 -1.368
54 H 0.987 6.072 -0.531
55 H 3.217 1.690 1.506
56 C -1.647 4.224 6.458
57 C -1.040 0.926 2.093
58 H 0.464 2.452 4.457
59 O -6.343 -0.063 -1.502
60 H -2.431 2.200 1.206
61 C -6.225 -4.241 -1.912
62 Cl -0.895 -3.678 -1.852
63 H 1.377 -0.785 -8.842
64 H 3.652 0.386 6.861
65 H -4.899 -4.072 -0.142
66 N 0.674 0.035 0.541
67 O -1.113 4.352 4.078
68 C -3.386 -3.360 -4.630
69 Cl 3.927 -0.602 -1.922
70 O -3.672 -4.610 -4.131
71 O -2.320 5.386 6.487
72 H 0.567 1.670 -5.064
73 O -2.080 0.176 -6.265
74 C -2.338 -2.138 -6.486
75 C 4.602 0.107 6.429
76 H -3.659 6.002 1.617
77 C -0.159 -0.296 1.813
78 O 3.601 4.088 -1.394
79 O 3.686 -0.301 4.235
80 H 0.858 4.111 -4.012
81 O 5.698 0.594 8.506
82 H -0.529 2.704 -0.158
83 C 0.483 -4.712 -2.126
84 H 4.464 -2.908 4.215
85 O 3.973 1.261 1.919
86 O -7.712 -3.859 -3.786
87 H -4.945 1.336 1.967
88 C 0.987 -1.441 -5.044
89 H 1.629 0.387 2.897
90 C 0.892 -0.161 -5.470
91 H -0.911 0.107 -2.588
92 O 1.791 -0.646 0.409
93 H 4.161 1.800 2.691
94 C 5.693 0.198 7.199
95 O -2.329 -4.444 -6.485
96 H -2.356 4.970 2.180
97 H 5.261 -3.773 2.905
98 H 0.365 -0.155 3.942
99 H 0.825 2.196 -2.094
100 C 1.100 -2.595 -5.931
101 Cl -4.563 3.966 2.464
102 O 1.276 -3.240 -8.265
103 C -6.234 -1.284 -1.615
104 H -6.331 1.189 1.365
105 O 6.194 -0.645 3.159
106 H -1.544 -0.674 -1.275
107 H -7.465 -1.314 -3.360
108 H 2.315 4.272 1.886
109 C 4.642 -0.219 4.969
110 O -6.239 -5.427 -2.122
111 H -5.182 -0.650 0.331
112 O 1.044 -3.761 -5.592
113 O 2.028 3.622 1.240
114 H 1.850 1.798 -0.693
115 Cl 3.236 -3.208 2.101
116 H 0.962 -1.661 -3.985
117 H 0.321 -5.335 -3.004
118 C -7.000 -3.321 -2.792
119 O 1.139 1.286 -7.477
120 H -7.740 -4.818 -3.674
121 C 0.079 0.694 -0.713
122 C -3.301 4.976 1.642
123 H -4.038 -2.303 -2.910
124 H -3.340 -5.250 -4.777
125 O 0.712 0.839 -4.587
126 H 6.588 0.534 8.876
127 C -0.997 1.727 -0.283
128 C -1.864 1.320 0.904
129 H -2.552 0.520 0.629
130 C 4.317 -3.645 3.430
131 O 8.021 -0.483 7.442
132 H -1.769 0.728 2.881
133 C -0.136 2.692 5.324
134 C -3.642 -2.243 -3.912
135 H 3.983 3.453 -0.782
136 H 6.189 -1.126 -2.717
137 C 5.373 -1.603 -2.175

These are the Löwdin partial charges, in e, on atoms 1 to 8:
1 C -0.242
2 O 0.094
3 H 0.080
4 H 0.064
5 O -0.029
6 H 0.115
7 O 0.071
8 H 0.118

C43H58MnN3O3Si4Te as an isolated structure at a distorted geometry, computed with wB97M-V/def2-TZVPD.

Multiplicity: 6
HOMO (spin up / spin down) in eV: -3.70 / -3.82
Charge: -1
Frontier orbital gap (spin up / spin down) in eV: 5.98 / 6.10
Relative energy (zero: lowest compared OMol25 entry of this formula, charge and spin) in kcal per mole: 0.0

Element x y z (Å)
1 C 1.771 -2.334 3.013
2 Si -2.548 0.311 -4.911
3 C 2.287 -2.934 1.743
4 C -1.479 -1.021 4.112
5 C 2.599 -2.148 4.116
6 H -2.450 -2.112 -4.425
7 H 2.417 -1.356 -5.227
8 C -0.099 2.877 5.425
9 C 0.262 1.693 2.944
10 H -3.681 2.765 -1.877
11 H 3.635 -2.453 4.063
12 C 2.276 -3.272 -1.239
13 H 2.629 1.653 -5.901
14 H 1.813 -4.381 -3.006
15 C 5.934 0.313 2.782
16 H -5.240 3.205 2.361
17 H 0.009 4.475 -1.016
18 H 3.470 0.429 -3.112
19 C 1.011 3.212 4.658
20 N -3.295 -4.398 0.956
21 O -1.636 -0.046 1.900
22 C 2.746 -1.812 0.763
23 Si -0.921 0.802 -3.319
24 H 7.004 -1.552 2.745
25 H -4.299 0.376 -3.158
26 H -1.884 1.701 5.549
27 Si 1.231 0.548 -4.165
28 H 4.639 2.014 2.643
29 C -2.646 -3.178 1.023
30 O 1.696 -0.969 0.501
31 C 5.085 -1.713 1.805
32 H 5.221 -2.760 1.556
33 C -0.027 -1.396 4.133
34 H -2.831 3.887 -0.798
35 H 1.729 3.936 5.023
36 H -2.913 -1.193 1.418
37 C 2.545 -3.758 -2.506
38 H -5.033 0.264 -4.770
39 H -1.735 5.191 -3.466
40 H -2.051 -1.850 3.689
41 Mn -0.249 -1.174 0.889
42 C 2.462 0.668 -2.759
43 H -2.647 2.127 -0.603
44 C -2.331 1.287 -6.509
45 N -3.399 -2.099 1.272
46 H 2.038 2.879 2.805
47 H 2.843 0.761 1.438
48 H 1.079 -1.911 -4.209
49 C 4.350 -2.091 -1.241
50 H -6.289 -0.272 4.622
51 C -2.751 2.935 -1.331
52 H 0.912 1.833 -6.290
53 H -6.956 1.843 3.524
54 H 1.316 -3.495 -0.790
55 H 1.082 3.695 -2.189
56 C -4.233 0.730 -4.188
57 C 4.625 -2.575 -2.516
58 C 4.768 0.964 2.410
59 H 5.539 -2.277 -3.015
60 H 0.518 2.793 -0.781
61 C 0.227 3.534 -1.529
62 C -5.922 1.519 3.505
63 C -0.841 1.341 3.709
64 C 3.763 0.278 1.739
65 C 1.182 2.620 3.416
66 H -4.375 -2.183 1.487
67 O -1.418 -3.131 0.873
68 H 0.393 1.250 1.964
69 H -2.735 -5.097 0.494
70 C -1.014 1.952 4.949
71 H 2.713 -1.358 6.106
72 C -5.549 0.335 4.116
73 C 3.904 -1.068 1.438
74 H -1.805 -0.860 5.142
75 H 5.054 -1.416 -0.772
76 H 2.195 -0.042 -1.971
77 H -0.255 3.345 6.389
78 H -1.642 -1.757 -5.951
79 H -2.895 2.452 2.304
80 H -4.262 -4.385 0.675
81 C -3.641 1.867 2.830
82 C -1.788 0.230 3.239
83 H 0.304 -0.692 6.128
84 H 3.098 -3.634 1.958
85 H 3.932 -3.783 -4.150
86 H -3.412 -1.802 -5.889
87 C 3.179 -2.439 -0.578
88 C -4.220 -0.082 4.082
89 Te -1.213 -0.795 -1.517
90 C 6.092 -1.034 2.471
91 H -3.957 -1.013 4.565
92 C -3.248 0.676 3.441
93 Si -1.277 2.949 -2.491
94 C -4.958 2.285 2.857
95 C 3.727 -3.415 -3.152
96 H 0.747 -1.260 -5.817
97 C 0.749 -1.168 5.264
98 H 1.476 -3.489 1.268
99 H -4.398 1.810 -4.185
100 H 2.478 1.665 -2.315
101 H -1.392 1.034 -7.007
102 C 1.639 1.843 -5.476
103 H 6.718 0.848 3.304
104 N 0.490 -1.947 3.029
105 C -2.512 -1.516 -5.338
106 H -2.334 2.363 -6.335
107 H -2.505 3.929 -4.434
108 H -3.151 1.050 -7.195
109 H -0.773 4.217 -4.589
110 C 1.383 -1.156 -4.934
111 C -1.602 4.186 -3.878
112 H 1.643 2.848 -5.049
113 C 2.081 -1.540 5.245

These are the Löwdin partial charges, in e, on atoms 1 to 8:
1 C -0.239
2 Si 0.302
3 C -0.052
4 C -0.060
5 C -0.011
6 H 0.004
7 H 0.024
8 C -0.092

C43H60BGeN2P2Pt as an isolated structure at a distorted geometry, computed with wB97M-V/def2-TZVPD.

Multiplicity: 3
HOMO (spin up / spin down) in eV: -1.75 / -4.47
Charge: -1
Frontier orbital gap (spin up / spin down) in eV: 4.32 / 7.04
Relative energy (zero: lowest compared OMol25 entry of this formula, charge and spin) in kcal per mole: 0.0

Element x y z (Å)
1 H -4.608 3.574 22.694
2 C -6.500 3.141 21.721
3 C -6.281 1.054 13.461
4 C -5.227 0.983 20.561
5 C -14.377 2.650 14.100
6 H -5.327 1.527 13.756
7 C -6.389 -0.193 15.687
8 H -9.107 2.731 13.562
9 H -8.183 5.165 16.227
10 C -9.998 1.350 22.348
11 C -9.887 6.415 22.462
12 H -9.879 -2.094 19.602
13 H -8.743 8.240 21.897
14 C -7.224 2.263 20.951
15 H -14.750 -4.310 16.102
16 C -6.560 3.732 15.534
17 H -9.029 -0.377 14.968
18 H -12.645 -2.507 20.507
19 C -11.394 -3.800 18.428
20 H -13.542 0.289 17.400
21 C -5.158 2.908 21.993
22 H -10.466 6.865 23.278
23 H -15.317 -0.916 16.066
24 P -12.070 -1.660 16.754
25 C -8.587 5.232 20.346
26 C -6.536 4.346 14.120
27 N -10.446 2.288 15.130
28 P -7.745 2.233 15.682
29 H -13.965 -4.275 17.559
30 H -10.807 -4.104 19.302
31 H -13.573 -1.297 14.436
32 H -14.902 -1.276 17.731
33 C -9.222 2.943 14.687
34 H -7.478 4.826 13.804
35 C -13.770 -2.447 16.259
36 H -11.651 -0.828 25.116
37 H -13.879 3.956 12.403
38 H -6.508 5.600 16.688
39 C -9.818 -0.151 24.209
40 C -9.855 5.037 22.325
41 C -8.349 -0.018 14.188
42 H -6.826 1.776 12.839
43 C -11.208 -0.174 24.384
44 H -11.338 3.690 12.816
45 H -5.514 0.324 16.081
46 H -7.978 -0.879 13.650
47 C -15.061 -1.749 16.719
48 H -4.758 0.073 20.128
49 C -13.496 3.379 13.235
50 C -12.643 1.769 15.419
51 C -8.482 6.599 20.539
52 H -7.949 7.165 19.746
53 C -12.466 0.112 17.273
54 H -8.971 0.495 13.463
55 H -10.852 -0.574 19.588
56 H -15.891 -2.477 16.826
57 H -4.471 4.153 16.037
58 H -8.117 0.416 23.014
59 H -6.010 -1.092 15.129
60 H -10.942 1.685 19.044
61 C -11.975 0.644 23.581
62 H -7.034 3.975 22.164
63 H -7.319 4.281 17.531
64 C -9.007 7.195 21.686
65 H -12.933 -4.420 16.069
66 C -11.734 -2.285 18.544
67 H -13.820 -2.774 19.211
68 H -3.438 1.675 21.475
69 H -12.791 -2.941 14.331
70 N -11.915 1.150 16.456
71 H -11.971 1.873 21.830
72 H -15.459 2.864 13.946
73 H -9.967 -1.052 18.133
74 C -12.120 3.257 13.467
75 C -14.004 1.886 15.188
76 H -11.959 0.240 18.281
77 H -14.736 1.520 15.915
78 Ge -9.194 2.484 20.879
79 H -4.725 2.597 15.324
80 H -7.188 0.544 19.713
81 C -7.127 0.743 14.696
82 H -14.608 -2.712 14.179
83 H -9.240 -0.743 24.889
84 H -6.302 3.642 13.310
85 H -13.274 -1.113 19.554
86 H -10.414 4.419 23.057
87 H -13.048 0.673 23.685
88 C -5.178 3.296 16.028
89 C -12.936 -2.158 19.518
90 C -7.177 4.765 16.561
91 H -5.767 5.154 14.098
92 C -9.313 4.402 21.210
93 C -4.520 1.825 21.373
94 H -8.011 4.757 19.538
95 C -13.811 -3.945 16.523
96 H -7.013 -0.478 16.597
97 C -9.882 1.858 19.091
98 H -5.192 2.862 17.021
99 C -11.374 1.290 22.509
100 C -10.544 -1.465 18.984
101 C -9.186 0.573 23.163
102 B -10.437 1.466 16.379
103 H -10.849 -4.119 17.536
104 H -9.251 4.058 14.793
105 C -6.611 1.184 20.392
106 H -6.120 0.181 12.810
107 H -12.344 -4.335 18.499
108 C -13.670 -2.332 14.718
109 C -11.685 2.463 14.550
110 Pt -8.752 1.654 17.593

These are the Löwdin partial charges, in e, on atoms 1 to 8:
1 H 0.103
2 C -0.121
3 C -0.105
4 C -0.104
5 C -0.139
6 H 0.065
7 C -0.122
8 H 0.105

A 11-piece molecular cluster, C43H61F18N6O4P2 overall at a distorted geometry, computed with wB97M-V/def2-TZVPD.

HOMO in eV: -6.49
Charge: -1
Frontier orbital gap in eV: 8.40

Element x y z (Å)
1 C -17.492 7.622 11.640
2 F -21.799 3.158 11.928
3 C -16.973 -3.388 15.207
4 H -20.927 1.629 9.137
5 C -24.455 1.451 8.691
6 C -24.069 0.026 8.741
7 H -16.569 0.564 2.220
8 N -23.316 7.059 4.412
9 O -22.743 -0.817 5.004
10 H -17.058 1.192 15.051
11 F -16.471 -2.850 16.274
12 C -22.306 0.477 5.284
13 C -15.890 5.983 7.293
14 N -19.194 2.668 9.092
15 H -15.940 6.250 12.407
16 H -16.967 8.548 11.454
17 H -18.497 5.491 8.702
18 H -15.968 6.168 9.578
19 O -21.464 0.723 6.136
20 H -22.638 1.216 11.261
21 H -20.470 4.194 10.035
22 H -18.533 -1.179 7.971
23 F -13.188 1.935 7.117
24 C -15.614 5.684 8.680
25 H -16.181 1.307 13.522
26 H -18.857 4.123 1.537
27 C -22.662 6.893 11.086
28 C -18.013 3.022 10.125
29 C -22.250 7.000 5.196
30 H -23.838 3.028 10.084
31 H -22.081 -4.042 5.390
32 H -18.435 0.104 10.091
33 O -18.885 -2.610 14.081
34 C -17.701 -2.432 14.285
35 C -18.204 3.533 2.163
36 F -23.015 2.656 5.274
37 C -23.050 1.541 4.537
38 H -24.195 6.372 2.673
39 H -17.467 -0.225 12.226
40 H -22.587 -0.947 10.209
41 H -22.422 -2.059 6.651
42 H -21.378 6.227 7.646
43 H -24.449 -0.748 8.091
44 N -14.614 4.173 7.387
45 C -16.470 1.998 3.766
46 H -18.041 1.994 0.811
47 H -17.532 3.943 9.796
48 C -23.618 7.593 10.376
49 H -21.594 7.008 11.196
50 H -17.825 1.955 13.612
51 H -16.779 3.501 5.210
52 H -19.769 -0.288 7.454
53 H -17.629 0.674 6.643
54 H -20.048 -0.648 9.913
55 H -18.289 4.961 3.798
56 H -25.057 1.866 7.895
57 C -14.762 4.571 8.738
58 F -24.352 1.127 4.348
59 C -19.165 6.169 12.155
60 C -23.298 6.356 3.275
61 H -20.984 3.634 8.534
62 C -22.409 -3.162 4.836
63 F -22.559 1.704 3.367
64 H -20.649 6.880 9.157
65 C -24.826 7.004 10.611
66 C -17.936 5.573 12.458
67 N -23.176 1.049 10.422
68 P -13.203 0.350 6.614
69 C -17.880 2.271 1.842
70 H -20.953 -1.695 5.579
71 F -12.797 0.031 8.172
72 H -17.258 2.236 10.106
73 F -21.355 4.351 13.781
74 H -25.410 5.367 11.914
75 F -14.733 0.159 7.006
76 H -17.702 4.652 12.972
77 H -19.126 4.930 7.283
78 F -17.840 -4.314 15.692
79 C -24.664 6.011 11.473
80 F -13.563 0.823 5.147
81 H -22.990 5.133 12.303
82 F -15.994 -3.947 14.594
83 H -15.725 1.435 4.310
84 H -21.618 5.036 2.607
85 H -15.105 4.918 5.407
86 F -11.596 0.487 6.353
87 O -17.005 -1.286 13.970
88 C -17.832 4.057 3.424
89 H -14.094 3.337 7.164
90 H -18.484 3.196 11.092
91 N -16.906 6.477 12.222
92 C -22.038 5.713 3.337
93 H -20.321 1.724 10.744
94 H -19.597 8.167 11.486
95 C -16.956 3.221 4.182
96 F -23.355 3.095 13.485
97 F -13.172 -1.212 6.235
98 C -20.007 1.543 9.716
99 C -15.172 5.041 6.478
100 C -18.000 0.961 7.627
101 C -17.165 1.163 13.966
102 C -18.600 2.385 7.672
103 H -17.076 1.040 8.198
104 H -18.716 -0.328 13.453
105 C -19.462 5.205 8.282
106 C -21.403 6.185 4.508
107 C -20.084 3.986 9.037
108 H -14.207 4.197 9.586
109 H -25.745 7.376 10.182
110 H -22.039 -3.050 3.817
111 C -18.816 7.448 11.680
112 C -16.929 1.524 2.561
113 C -23.230 -0.152 9.859
114 C -23.877 1.996 9.768
115 C -22.021 -1.898 5.651
116 H -17.886 3.165 7.409
117 H -16.563 6.747 6.934
118 F -21.958 2.568 15.157
119 C -18.933 -0.180 8.146
120 H -20.119 5.724 12.396
121 C -17.645 -0.198 13.301
122 H -23.475 -3.262 4.632
123 P -21.783 2.767 13.510
124 H -19.909 7.217 7.719
125 C -19.378 0.129 9.544
126 C -20.454 6.403 8.197
127 N -23.348 5.871 11.715
128 H -20.442 5.769 4.775
129 F -22.025 1.194 13.093
130 H -22.145 7.654 6.048
131 H -23.562 8.471 9.750
132 F -20.220 2.315 13.412
133 H -19.440 2.361 6.978
134 H -24.153 7.536 4.715

These are the Löwdin partial charges, in e, on atoms 1 to 8:
1 C -0.137
2 F -0.194
3 C -0.635
4 H 0.113
5 C -0.093
6 C -0.092
7 H 0.102
8 N -0.045

no.,DFT total energy (Eh)
1,-7440.6734
2,-4640.6752
3,-4687.7882
4,-4785.3409